DFT (ωB97M-V with the def2-TZVPD basis set) results for a cluster of 6 separate species, CH14O6 in total at a distorted geometry.

HOMO-LUMO gap (eV): 11.4
Highest occupied orbital energy (hartree): -0.3978
DFT total energy (eV): -13547.8801
SMILES: CO.O.O.O.O.O
ΔE to the lowest compared entry with this formula, charge and spin (kJ/mol): 171.8

XYZ file:
```
21
Properties=species:S:1:pos:R:3:forces:R:3
C -1.388584 -0.291130 -1.993861 -1.2 -1.4 5.5
O -0.166308 -0.431651 -1.151916 -1.1 -0.9 -2.5
H -1.843729 0.670257 -1.990889 -0.1 1.0 1.1
H -2.157280 -1.089410 -1.629502 1.1 1.5 -0.7
H -1.232711 -0.405470 -2.958478 1.4 -1.2 -4.6
H 0.229395 -1.234220 -1.612027 0.1 1.1 1.2
H -0.868702 -1.766785 0.221785 0.1 1.8 -1.0
H -1.391554 -2.297876 1.550584 0.6 -0.1 -0.5
O -0.799275 -2.494824 0.802295 -0.4 -1.6 1.5
H -0.486942 1.428248 2.761624 -0.1 -0.4 -0.1
H -1.797297 0.577587 2.785166 0.8 0.2 -0.1
O -0.854456 0.559303 2.527888 -0.7 0.2 0.2
H 0.278861 3.683349 1.644961 -2.3 -0.4 -0.6
H 1.572537 4.093696 1.520967 1.8 0.6 -0.5
O 1.071931 3.566173 2.115208 0.5 -0.2 1.2
H 0.525971 -3.277459 -0.600301 1.9 0.8 -2.4
H 2.059354 -2.914296 -0.870605 -2.4 -0.2 -1.5
O 1.176240 -3.021832 -1.397381 0.3 -0.5 4.0
H 2.762868 1.801690 -0.605394 1.3 -0.1 -0.4
H 1.452476 1.023833 -0.751131 0.0 0.2 0.2
O 1.857201 1.820824 -0.368986 -1.4 -0.1 0.1
```
Positions in Å, forces in eV/Å.